[1]
Density functional theory data (the ωB97M-V functional and the def2-TZVPD basis) for a molecular structure, C8H22AuClEuSi.

Summary:
Charge: -1
E_tot: -52071.1156 eV
HOMO (alpha / beta): -0.13822 / -0.17073 hartree
<S²>: 20.040
ΔE to the lowest compared entry with this formula, charge and spin: 0.0 kcal per mole
2S+1: 9
LUMO level (alpha / beta): 2.8 / 1.6 eV

Last column: Mulliken spin population.
CARTESIAN COORDINATES (ANGSTROEM)
Eu  -1.9399  2.2895  -1.0594  6.1866
Cl  -0.9985  0.4242  -2.6413  -0.0030
C  -1.3860  4.7459  -0.8945  -0.0471
C  -4.3862  2.4140  -1.7507  -0.0253
H  -2.4022  5.1752  -0.7932  0.0014
H  -0.7447  5.0210  -0.0431  0.0028
H  -0.9392  5.0335  -1.8651  -0.0002
H  -4.8115  3.3934  -1.4690  0.0011
H  -4.9743  1.5817  -1.3342  0.0001
H  -4.3019  2.3252  -2.8532  -0.0005
Au  0.0914  0.0432  -0.1454  0.3118
C  1.1697  1.9447  -0.4915  0.5685
C  -1.5787  0.9104  0.8975  0.8029
H  0.5817  2.8603  -0.3234  -0.0456
H  1.9746  1.9014  0.2495  -0.0292
H  1.5853  1.9164  -1.5055  -0.0103
H  -2.3921  0.1476  0.9477  0.0168
H  -1.2434  1.2277  1.9067  0.0013
C  2.7144  -4.0020  0.1808  0.0095
Si  1.6020  -2.5859  0.7550  -0.0144
C  0.0370  -3.2563  1.5553  0.0164
C  2.4583  -1.5293  2.0521  -0.0025
C  1.2400  -1.6212  -0.8071  0.2346
H  3.0557  -4.6215  1.0226  0.0020
H  3.6057  -3.6039  -0.3250  -0.0024
H  2.1851  -4.6552  -0.5285  0.0000
H  0.2893  -3.8109  2.4726  0.0003
H  -0.6419  -2.4373  1.8321  -0.0046
H  -0.4978  -3.9377  0.8786  -0.0032
H  3.3480  -1.0412  1.6281  0.0002
H  1.7748  -0.7545  2.4297  0.0052
H  2.7735  -2.1603  2.8985  -0.0003
H  0.6288  -2.1469  -1.5593  0.0186
H  2.1226  -1.1913  -1.3173  0.0087



[2]
Density functional theory data (the ωB97M-V functional and the def2-TZVPD basis) for a molecular structure, C4H10N2O.

Summary:
E_tot: -9334.9133 eV
HOMO: -0.26856 hartree
ΔE to the lowest compared entry with this formula, charge and spin: 94.0 kcal per mole
LUMO level: 0.7 eV

Last column: natural (NBO) charge in e.
CARTESIAN COORDINATES (ANGSTROEM)
C  0.2908  0.2733  -0.0106  0.3142
C  0.4264  1.4219  -0.9519  -0.6770
C  1.1812  0.2788  1.1867  -0.6768
C  -0.9818  -0.5068  0.0108  0.4997
N  0.1661  -1.4929  -0.6890  -0.8086
O  -1.8291  -0.1634  -1.0480  -0.7423
N  -1.6507  -0.7627  1.1399  -0.9726
H  -2.7121  -0.3160  -0.6815  0.5078
H  0.7027  -2.1825  -0.1769  0.3940
H  -0.0743  -1.6953  -1.6529  0.4053
H  -1.0456  -0.9302  1.9366  0.3206
H  1.4542  1.7784  -1.0172  0.2134
H  -0.2143  2.2263  -0.5745  0.2571
H  0.0483  1.1712  -1.9411  0.2547
H  0.9653  1.1703  1.7838  0.2548
H  1.0483  -0.5984  1.8151  0.2309
H  2.2246  0.3281  0.8707  0.2249



[3]
Density functional theory data (the ωB97M-V functional and the def2-TZVPD basis) for a molecular structure, C20H15BrN7OSZr.

Summary:
Charge: +3
E_tot: -115597.3830 eV
HOMO: -0.62607 hartree
ΔE to the lowest compared entry with this formula, charge and spin: 8.3 kcal per mole
LUMO level: -10.4 eV

Last column: natural (NBO) charge in e.
CARTESIAN COORDINATES (ANGSTROEM)
Zr  -0.8940  -0.5356  -0.6504  2.1773
N  -0.5542  3.9187  -0.2007  -0.4693
C  -1.0298  2.7118  -0.1050  0.3783
N  -0.3086  1.6160  -0.3274  -0.7148
C  1.0562  1.7670  -0.6468  0.4528
N  1.8515  0.7470  -0.7818  -0.3147
N  1.2204  -0.4759  -0.6726  -0.4324
C  1.8898  -1.5636  -0.7817  0.1911
C  1.1227  -2.8143  -0.8069  0.1275
C  1.7216  -4.0338  -0.9686  -0.1619
C  0.9151  -5.1696  -1.0647  -0.0736
C  -0.4571  -5.0298  -0.9985  -0.2009
C  -0.9937  -3.7639  -0.8300  0.0983
N  -0.2277  -2.6712  -0.7289  -0.5860
C  1.5975  3.0938  -0.8529  -0.1724
C  2.9098  3.3202  -1.2787  -0.1171
C  3.3594  4.6127  -1.4382  -0.1678
C  2.5133  5.6928  -1.1691  -0.1069
C  1.2127  5.4885  -0.7498  -0.2392
C  0.7727  4.1857  -0.6016  0.2270
H  -1.1733  4.6989  -0.0148  0.4563
H  -2.0734  2.6149  0.1612  0.2300
H  2.9679  -1.5494  -0.9094  0.2603
H  2.8000  -4.1053  -1.0284  0.2683
H  1.3625  -6.1463  -1.1990  0.2735
H  -1.1159  -5.8829  -1.0831  0.2753
H  -2.0653  -3.6212  -0.7821  0.2282
H  3.5550  2.4763  -1.4771  0.2552
H  4.3724  4.7945  -1.7725  0.2595
H  2.8771  6.7044  -1.2935  0.2604
H  0.5545  6.3263  -0.5474  0.2498
O  -3.2176  -2.0781  4.9682  -0.5706
C  -2.5762  -1.6365  3.9140  0.4504
C  -1.2274  -1.2427  3.8971  -0.2978
C  -0.6757  -0.8168  2.7224  0.0977
N  -1.3765  -0.7480  1.5612  -0.6865
C  -2.6614  -1.1120  1.6375  0.1855
Br  -3.5778  -0.8810  -0.0423  0.2755
C  -3.3290  -1.5610  2.7241  -0.3070
H  -2.6815  -2.1016  5.7781  0.5253
H  -0.6249  -1.2691  4.7968  0.2715
H  0.3611  -0.5122  2.6768  0.2385
H  -4.3773  -1.8282  2.7147  0.2931
S  -1.3773  -0.7400  -5.3257  0.3912
C  -1.2502  -0.5281  -3.8214  0.1765
N  -1.1475  -0.3516  -2.6012  -0.9554



The lowest ΔE to the lowest compared entry with this formula, charge and spin belongs to which entry? C8H22AuClEuSi